(1)
C24H22ClN5OS in the gas phase, computed with wB97M-V/def2-TZVPD.

The value obtained for the lowest unoccupied orbital energy is 0.47 eV. Its multiplicity is 1. The HOMO-LUMO gap comes out at 8.507 eV. The energy above the lowest of the compared OMol25 structures with the same formula, charge and spin is 0.000 eV.

Cartesian coordinates (Å):
O: -2.2464 -1.9654 -2.1770
C: -1.9662 -1.8385 -0.9988
N: -2.5582 -2.6123 -0.0419
C: -2.5973 -2.3058 1.3708
H: -1.9193 -1.4803 1.5821
H: -2.2698 -3.1825 1.9420
C: -4.0561 -1.9362 1.7445
N: -4.7571 -1.4279 0.5886
C: -4.5393 -0.1266 0.1678
C: -3.6711 0.7380 0.8434
C: -3.5108 2.0420 0.4154
C: -4.1899 2.5451 -0.6775
C: -5.0695 1.6986 -1.3332
C: -5.2519 0.3960 -0.9203
H: -5.9708 -0.2163 -1.4407
H: -5.6273 2.0676 -2.1806
H: -4.0422 3.5621 -1.0010
Cl: -2.3968 3.0529 1.2735
H: -3.0993 0.4179 1.6975
C: -4.9637 -2.4864 -0.3862
H: -5.8431 -3.0759 -0.1030
C: -3.7086 -3.3916 -0.4530
H: -3.5443 -3.7371 -1.4733
H: -3.7947 -4.2532 0.2131
H: -5.1314 -2.0502 -1.3680
H: -4.5978 -2.8260 2.0783
H: -4.0852 -1.2083 2.5546
C: -0.9523 -0.8449 -0.5463
C: -1.0596 0.4476 -1.0509
C: -0.1601 1.4212 -0.6668
C: 0.8695 1.1172 0.2171
C: 1.0080 -0.1867 0.6790
C: 0.1035 -1.1624 0.3017
H: 0.2278 -2.1768 0.6527
H: 1.8351 -0.4316 1.3277
C: 1.8392 2.1725 0.6308
H: 1.3549 3.1408 0.7519
H: 2.3907 1.8964 1.5269
S: 3.1032 2.4436 -0.6741
C: 4.1730 1.1317 -0.3122
N: 4.0924 0.3476 0.7272
C: 5.1469 -0.5180 0.6066
C: 5.5672 -1.5706 1.4108
C: 6.6972 -2.2439 0.9839
N: 7.3879 -1.9567 -0.1159
C: 7.0030 -0.9620 -0.8907
C: 5.8839 -0.2154 -0.5664
N: 5.2282 0.8515 -1.1340
H: 5.4657 1.3394 -1.9806
H: 7.6004 -0.7708 -1.7722
H: 7.0884 -3.0751 1.5550
H: 5.0430 -1.8407 2.3124
H: -0.2528 2.4251 -1.0543
H: -1.8598 0.6763 -1.7382

---

(2)
A molecular structure, C50H70BN7O2PdSi, computed with wB97M-V/def2-TZVPD.

As for the total charge: -2. The value obtained for the lowest unoccupied orbital energy is 3.83 eV. Its multiplicity is 1. The HOMO-LUMO gap comes out at 3.742 eV. The energy above the lowest of the compared OMol25 structures with the same formula, charge and spin is 0.000 eV.

Cartesian coordinates (Å):
Pd: 0.7063 -0.0558 1.2609
C: 0.1164 -4.4575 -2.1988
C: -0.2805 -3.3450 -1.2269
C: 0.7633 -3.1951 -0.1197
C: -0.5356 -2.0564 -1.9668
C: -1.1499 -1.8901 -3.2315
C: -1.1313 -0.5250 -3.4615
C: -1.5269 0.1841 -4.7297
C: -0.7337 -0.3770 -5.9181
C: -3.0247 0.0837 -5.0156
N: -0.5616 0.0555 -2.3731
N: -0.1837 -0.8803 -1.4783
B: -0.2335 1.5633 -2.0783
N: -0.9938 2.1128 -0.8513
N: -0.8011 1.5880 0.3846
C: -1.5706 2.2588 1.2291
C: -2.2892 3.2458 0.5286
C: -1.9075 3.1238 -0.7865
C: -2.3522 4.0430 -1.8923
C: -1.2035 4.9104 -2.4173
C: -3.1341 3.3586 -3.0197
C: -1.5592 1.9747 2.6992
C: -1.0628 3.1899 3.4823
C: -2.9279 1.5202 3.2078
N: 1.3047 1.6884 -1.9144
N: 1.9049 1.5094 -0.7226
C: 3.2084 1.5748 -0.9290
C: 3.4729 1.7977 -2.2960
C: 2.2266 1.8589 -2.8924
C: 1.8953 1.9789 -4.3530
C: 2.9622 1.2984 -5.2106
C: 1.7059 3.4322 -4.7972
C: 4.1630 1.3069 0.1976
C: 4.4069 -0.2006 0.3168
C: 5.4721 2.0726 0.0413
H: 0.3071 -5.3815 -1.6480
H: 1.0294 -4.1829 -2.7328
H: -0.6617 -4.6586 -2.9408
H: -1.2207 -3.6549 -0.7445
H: 1.7627 -3.0840 -0.5523
H: 0.7574 -4.0799 0.5233
H: 0.5900 -2.3119 0.5142
H: -1.4890 -2.6561 -3.9140
H: -1.2724 1.2372 -4.6164
H: -0.9780 -1.4307 -6.0713
H: 0.3395 -0.3077 -5.7414
H: -0.9730 0.1674 -6.8365
H: -3.3141 -0.9659 -5.1440
H: -3.2704 0.6097 -5.9419
H: -3.6167 0.5034 -4.2018
H: -0.5596 2.2022 -3.0404
H: -2.9885 3.9677 0.9238
H: -3.0603 4.7180 -1.4006
H: -0.3784 4.2877 -2.7548
H: -0.8252 5.5523 -1.6203
H: -1.5335 5.5410 -3.2491
H: -2.4959 2.7136 -3.6177
H: -3.5750 4.1108 -3.6815
H: -3.9418 2.7510 -2.6042
H: -0.8415 1.1546 2.8284
H: -1.7516 4.0361 3.3752
H: -0.0791 3.4992 3.1247
H: -0.9712 2.9472 4.5444
H: -3.6932 2.2794 3.0061
H: -2.8885 1.3526 4.2878
H: -3.2219 0.5924 2.7198
H: 4.4328 1.8759 -2.7824
H: 0.9526 1.4553 -4.5145
H: 3.9089 1.8399 -5.1451
H: 2.6546 1.2819 -6.2603
H: 3.1337 0.2746 -4.8771
H: 2.5830 4.0257 -4.5288
H: 0.8350 3.8735 -4.3146
H: 1.5662 3.4907 -5.8813
H: 3.6578 1.6264 1.1143
H: 4.8747 -0.5879 -0.5955
H: 3.4484 -0.7022 0.4725
H: 5.0539 -0.4319 1.1676
H: 6.0146 1.7322 -0.8462
H: 6.1147 1.9055 0.9090
H: 5.2979 3.1469 -0.0600
O: -3.6924 0.2877 -0.1897
C: -3.4555 -0.9911 0.1015
O: -2.9893 -1.3507 1.1443
C: -3.8217 -1.9699 -1.0111
N: -4.4647 -1.2803 -2.1474
C: -5.8485 -1.7548 -2.2156
C: -5.8150 -3.1789 -1.6624
C: -4.7994 -3.0582 -0.5214
H: -2.8790 -2.4007 -1.3385
H: -3.9500 -1.4808 -2.9948
H: -4.0161 0.2936 -1.1135
H: -6.2353 -1.6762 -3.2323
H: -6.4729 -1.1280 -1.5699
H: -5.4466 -3.8638 -2.4316
H: -6.7920 -3.5343 -1.3303
H: -4.2816 -3.9919 -0.3116
H: -5.2856 -2.7427 0.4033
C: 1.0685 2.2728 6.7900
C: 0.4659 1.0274 6.9053
C: 0.5943 0.0862 5.8868
C: 1.3085 0.3572 4.7138
C: 1.8810 1.6340 4.6154
C: 1.7838 2.5711 5.6350
Si: 1.4624 -0.8354 3.1829
C: 0.6004 -2.4246 3.9432
C: 1.1723 -3.2897 4.8840
C: 0.4859 -4.3916 5.3846
C: -0.8102 -4.6583 4.9595
C: -1.4037 -3.8168 4.0273
C: -0.7022 -2.7241 3.5252
C: 3.3061 -1.4284 3.4397
C: 3.7154 -2.5656 2.7242
C: 5.0213 -3.0285 2.7477
C: 5.9905 -2.3501 3.4833
C: 5.6194 -1.2222 4.1995
C: 4.2973 -0.7802 4.1831
H: 0.9695 3.0084 7.5813
H: -0.1072 0.7867 7.7958
H: 0.1223 -0.8835 6.0051
H: 2.3927 1.8974 3.6931
H: 2.2445 3.5476 5.5219
H: 2.1832 -3.0981 5.2316
H: 0.9631 -5.0437 6.1104
H: -1.3491 -5.5169 5.3476
H: -2.4133 -4.0121 3.6799
H: -1.1611 -2.0846 2.7751
H: 2.9780 -3.0843 2.1163
H: 5.2946 -3.9118 2.1787
H: 7.0188 -2.6957 3.4904
H: 6.3616 -0.6821 4.7800
H: 4.0319 0.0963 4.7651

---

(3)
A molecular structure, C58H154F6LiN15O18S2 in a non-equilibrium geometry, computed with wB97M-V/def2-TZVPD.

The value obtained for the lowest unoccupied orbital energy is -1.26 eV. Its multiplicity is 1. The HOMO-LUMO gap comes out at 7.688 eV.

Cartesian coordinates (Å):
Li: 15.4473 -33.3724 5.9960
C: 14.6696 -32.4945 11.4232
F: 15.3763 -33.3250 12.2315
F: 13.9412 -31.6822 12.2284
F: 15.4471 -31.7709 10.6511
S: 13.5234 -33.5832 10.3492
O: 12.5500 -34.2222 11.2700
O: 12.8371 -32.6737 9.4434
N: 14.5829 -34.5407 9.2745
S: 14.4686 -35.8822 10.0356
O: 15.0511 -35.8850 11.3898
O: 13.1612 -36.5145 9.8672
C: 15.6787 -37.0077 9.0620
F: 15.2004 -37.1520 7.8420
F: 16.9241 -36.4603 9.1096
F: 15.7441 -38.1714 9.6695
C: 17.7357 -43.5357 3.0421
C: 17.9455 -44.2681 1.7024
C: 19.0357 -45.4022 1.7293
O: 18.8510 -46.1381 0.4873
C: 19.4696 -47.4175 0.4536
N: 16.6287 -44.7496 1.3195
H: 18.5915 -42.9186 3.3159
H: 17.5355 -44.2678 3.8244
H: 16.9540 -42.7814 2.9519
H: 18.1505 -43.5706 0.8903
H: 18.9859 -46.0988 2.5661
H: 19.9980 -44.9098 1.5891
H: 20.5481 -47.4326 0.6105
H: 19.5395 -47.7910 -0.5680
H: 19.0056 -48.1625 1.1000
H: 16.9097 -45.3175 0.5330
H: 16.3020 -45.3809 2.0370
C: 8.6324 -41.1561 7.7529
C: 7.3598 -41.9777 8.2116
C: 7.2072 -43.3175 7.4446
O: 7.1294 -43.1207 5.9971
C: 6.6620 -44.2376 5.2754
N: 7.3598 -42.2800 9.6797
H: 8.6342 -40.2792 8.4004
H: 8.7538 -40.8821 6.7049
H: 9.5465 -41.6894 8.0140
H: 6.4763 -41.4140 7.9120
H: 6.2626 -43.8011 7.6933
H: 8.0476 -43.9503 7.7300
H: 5.7036 -44.4315 5.7572
H: 7.2376 -45.1456 5.4553
H: 6.4926 -44.0307 4.2188
H: 7.4738 -41.4098 10.1796
H: 8.1942 -42.7318 10.0258
C: 24.5363 -41.1041 16.4202
C: 23.8436 -42.3343 15.7962
C: 23.3578 -42.0591 14.3388
O: 22.4544 -41.0133 14.2616
C: 22.0692 -40.6715 12.9027
N: 24.8656 -43.3767 15.7637
H: 24.7269 -41.3390 17.4674
H: 23.8103 -40.2914 16.3994
H: 25.3758 -40.7687 15.8112
H: 23.0993 -42.8416 16.4100
H: 22.8818 -42.9180 13.8656
H: 24.2717 -41.8613 13.7786
H: 21.4034 -39.8121 12.8227
H: 21.7247 -41.5228 12.3156
H: 22.9342 -40.3571 12.3188
H: 25.6942 -42.9639 15.3600
H: 24.5431 -44.0628 15.0963
C: 12.3276 -34.3643 1.5703
C: 11.9368 -34.9987 2.9255
C: 12.3584 -36.5307 3.0259
O: 11.6475 -37.1646 2.0023
C: 11.9653 -38.5293 2.1191
N: 12.4816 -34.1817 3.9854
H: 11.8669 -34.9473 0.7728
H: 13.4081 -34.4314 1.4437
H: 12.0077 -33.3486 1.3374
H: 10.8490 -34.9838 2.9924
H: 12.0923 -37.0768 3.9309
H: 13.4388 -36.5126 2.8826
H: 11.3860 -39.1413 1.4278
H: 11.8760 -38.8998 3.1403
H: 13.0444 -38.6694 2.0543
H: 12.1162 -33.2488 3.8575
H: 12.0329 -34.5122 4.8277
C: 10.8393 -26.9840 4.1191
C: 11.8407 -27.5382 5.1468
C: 12.2968 -26.5358 6.2828
O: 13.4168 -27.0731 7.0021
C: 13.8692 -26.1774 7.9638
N: 11.1260 -28.6908 5.6536
H: 10.6017 -27.7561 3.3874
H: 11.3043 -26.1582 3.5806
H: 9.9202 -26.5909 4.5536
H: 12.7532 -27.8858 4.6625
H: 11.5071 -26.2392 6.9731
H: 12.5807 -25.5981 5.8051
H: 13.2143 -26.1458 8.8345
H: 13.9775 -25.1755 7.5484
H: 14.8540 -26.4663 8.3310
H: 11.6904 -29.0310 6.4189
H: 10.2941 -28.3479 6.1124
C: 14.1885 -35.5472 23.4919
C: 13.5946 -36.3047 22.3241
C: 14.3294 -36.1782 21.0265
O: 13.5567 -36.5971 19.8958
C: 14.1606 -36.3109 18.6649
N: 13.6134 -37.7380 22.7392
H: 15.2351 -35.2999 23.3141
H: 14.1065 -36.0626 24.4488
H: 13.6611 -34.5968 23.5737
H: 12.5517 -35.9958 22.2538
H: 15.1297 -36.9175 20.9926
H: 14.6521 -35.1632 20.7946
H: 14.3466 -35.2472 18.5163
H: 13.5398 -36.6477 17.8346
H: 15.1288 -36.8105 18.6301
H: 13.3734 -38.1436 21.8459
H: 14.5963 -37.9559 22.8198
C: 6.4774 -30.4332 9.9566
C: 5.0724 -29.9361 10.4978
C: 3.8511 -30.1861 9.6196
O: 3.9273 -29.4940 8.3604
C: 2.9446 -29.9712 7.4644
N: 4.8669 -30.6479 11.7562
H: 7.2466 -30.1563 10.6775
H: 6.7825 -30.1427 8.9513
H: 6.5605 -31.5185 9.8996
H: 5.2122 -28.8767 10.7131
H: 2.8903 -30.1014 10.1273
H: 3.9021 -31.2498 9.3870
H: 3.0706 -31.0329 7.2519
H: 3.0392 -29.4171 6.5306
H: 1.9616 -29.8337 7.9148
H: 5.6997 -30.5260 12.3146
H: 4.0962 -30.1569 12.1864
C: 14.2234 -43.9421 11.1861
C: 13.5562 -44.2651 12.5716
C: 14.0348 -43.3488 13.6752
O: 15.3521 -43.6391 14.0627
C: 15.9584 -42.6605 14.8377
N: 12.1200 -44.1958 12.4953
H: 13.8668 -43.0007 10.7682
H: 14.0448 -44.6497 10.3765
H: 15.3048 -43.8414 11.2778
H: 13.7890 -45.2983 12.8295
H: 13.3889 -43.4789 14.5436
H: 13.8056 -42.2949 13.5174
H: 16.9671 -43.0115 15.0550
H: 15.3023 -42.4709 15.6872
H: 16.1264 -41.7331 14.2902
H: 11.7754 -44.4051 13.4213
H: 11.8116 -45.0504 12.0541
C: 4.8616 -36.4280 11.8317
C: 4.8598 -36.4469 13.3340
C: 6.2730 -36.5840 13.9063
O: 6.7552 -37.9214 13.6948
C: 8.1580 -37.9922 13.8019
N: 3.9918 -35.4294 13.8599
H: 5.7219 -36.9635 11.4303
H: 4.9879 -35.4141 11.4520
H: 3.9845 -36.9156 11.4062
H: 4.4864 -37.4358 13.6004
H: 6.2226 -36.3870 14.9772
H: 6.9180 -35.8034 13.5027
H: 8.4198 -39.0453 13.6984
H: 8.4649 -37.5491 14.7493
H: 8.5994 -37.4530 12.9638
H: 4.3442 -35.3478 14.8029
H: 4.3146 -34.5288 13.5362
C: 20.9810 -32.7594 9.3307
C: 22.0434 -31.6759 9.6533
C: 21.6749 -30.2856 9.0917
O: 21.5148 -30.3201 7.6501
C: 22.7596 -30.2006 6.8846
N: 22.2404 -31.5285 11.1184
H: 20.0244 -32.6146 9.8328
H: 21.3432 -33.7368 9.6494
H: 20.7804 -32.9291 8.2728
H: 22.9647 -31.9388 9.1334
H: 22.3636 -29.4685 9.3068
H: 20.7173 -29.9077 9.4500
H: 22.5940 -30.2163 5.8073
H: 23.4781 -30.9894 7.1075
H: 23.2991 -29.2689 7.0548
H: 21.3925 -31.7443 11.6230
H: 22.9175 -32.2243 11.3968
C: 21.3647 -24.7278 18.2244
C: 19.9087 -24.9852 18.7389
C: 18.8890 -25.3800 17.6764
O: 19.3263 -26.5309 16.9841
C: 18.3374 -27.1755 16.1858
N: 19.9656 -26.0251 19.8268
H: 21.5294 -23.8833 17.5552
H: 21.7491 -25.6325 17.7534
H: 22.0511 -24.4000 19.0050
H: 19.5236 -24.1010 19.2467
H: 18.7624 -24.6063 16.9191
H: 17.9516 -25.6139 18.1810
H: 17.9103 -26.5689 15.3873
H: 17.4655 -27.4098 16.7966
H: 18.6386 -28.1595 15.8265
H: 19.0187 -26.2448 20.1010
H: 20.2741 -26.8920 19.4103
C: 17.9384 -29.6534 3.4688
C: 17.2682 -30.9143 3.9341
C: 18.2277 -32.1561 3.6063
O: 17.8994 -33.4158 4.0751
C: 18.7676 -34.4404 3.6224
N: 17.1338 -30.8428 5.3883
H: 18.0318 -29.6983 2.3838
H: 18.9520 -29.5038 3.8407
H: 17.3704 -28.7277 3.5612
H: 16.3137 -31.1127 3.4466
H: 19.2351 -32.0191 3.9994
H: 18.1373 -32.0848 2.5224
H: 18.8369 -34.4788 2.5352
H: 18.3386 -35.3678 4.0018
H: 19.7604 -34.3453 4.0621
H: 18.0327 -30.4919 5.6865
H: 16.4589 -30.1412 5.6574
C: 7.8948 -32.4756 21.9735
C: 8.6007 -31.6315 20.8330
C: 8.6675 -32.2536 19.4178
O: 9.3442 -31.3502 18.4640
C: 9.2434 -31.9135 17.1565
N: 7.9616 -30.3112 20.8154
H: 7.7555 -31.7406 22.7662
H: 8.4696 -33.3538 22.2677
H: 6.8905 -32.7999 21.7009
H: 9.5977 -31.3788 21.1939
H: 7.6431 -32.5015 19.1399
H: 9.1782 -33.2164 19.4351
H: 8.2397 -32.2820 16.9449
H: 9.9299 -32.7567 17.0810
H: 9.6682 -31.3215 16.3458
H: 6.9793 -30.5051 20.6831
H: 8.3184 -29.7836 20.0316
C: 8.7738 -22.3106 10.4928
C: 8.5338 -22.7063 11.9197
C: 9.1282 -24.0555 12.3318
O: 8.6770 -24.4518 13.6268
C: 8.9887 -25.7672 13.9882
N: 9.0713 -21.6831 12.7644
H: 9.8321 -22.1079 10.3284
H: 8.0680 -21.5475 10.1646
H: 8.5005 -23.1983 9.9224
H: 7.4682 -22.8397 12.1063
H: 10.2133 -24.0642 12.2292
H: 8.8186 -24.8446 11.6465
H: 8.8424 -25.8630 15.0641
H: 10.0456 -25.9240 13.7725
H: 8.3348 -26.5401 13.5843
H: 10.0649 -21.5614 12.6303
H: 8.8971 -22.0319 13.6961

---

(4)
A gas-phase ion, C3HO3S (charge -1) in a non-equilibrium geometry, computed with wB97M-V/def2-TZVPD.

As for the total charge: -1. The value obtained for the lowest unoccupied orbital energy is 3.88 eV. Its multiplicity is 1. The HOMO-LUMO gap comes out at 7.144 eV. The energy above the lowest of the compared OMol25 structures with the same formula, charge and spin is 0.658 eV.

Cartesian coordinates (Å):
C: 1.3292 -0.3531 -1.2762
C: -2.9813 -0.6435 -1.0930
C: 0.2526 0.0936 -0.6970
O: -3.4178 -1.6898 -1.3737
O: 2.1702 -0.8008 -2.0205
O: -3.1643 0.4951 -0.9416
S: -0.8775 -1.3370 -0.8007
H: 0.0924 0.9708 -0.2191

---

(5)
4 unconnected molecules or ions with the total composition C13H19BF3NO12, computed with wB97M-V/def2-TZVPD.

The value obtained for the lowest unoccupied orbital energy is 0.29 eV. Its multiplicity is 1. The HOMO-LUMO gap comes out at 8.768 eV.

Cartesian coordinates (Å):
C: -1.0873 0.7115 -1.6544
O: -2.2721 0.2133 -2.2580
C: -2.0569 -0.8170 -3.1462
O: -2.3940 -0.7060 -4.2872
B: -1.4600 -2.1973 -2.5345
O: -1.8142 -2.4418 -1.2576
N: -0.6198 -3.0928 -3.3103
C: -1.3256 -3.8060 -4.3758
C: 0.6418 -2.4917 -3.7403
H: -0.5234 1.3337 -2.3552
H: -1.3866 1.3053 -0.7953
H: -0.4394 -0.0990 -1.2979
H: -1.4341 -3.2942 -0.9785
H: -2.3620 -3.9896 -4.0830
H: -0.8639 -4.7815 -4.5538
H: -1.3254 -3.2454 -5.3177
H: 0.7022 -1.4304 -3.4657
H: 0.7565 -2.5592 -4.8258
H: 1.4984 -2.9943 -3.2825
C: 1.3975 -3.2301 2.7897
C: 0.0887 -2.4864 2.6087
O: -0.2168 -2.7504 1.2563
C: 0.3706 -3.9258 0.9094
O: 0.0975 -4.5250 -0.0805
O: 1.2649 -4.2998 1.8403
F: 0.2233 -1.1463 2.7820
H: 2.2381 -2.5954 2.5155
H: 1.5493 -3.6298 3.7869
H: -0.7346 -2.8336 3.2350
C: 1.9682 2.1043 3.5298
C: 2.0653 1.8967 5.0299
O: 2.2811 0.5015 5.1291
C: 2.8420 0.0712 3.9695
O: 3.3190 -1.0031 3.8063
O: 2.7765 1.0368 3.0298
F: 0.9204 2.2180 5.6733
H: 0.9383 1.9657 3.1968
H: 2.3535 3.0583 3.1843
H: 2.8942 2.4176 5.5120
C: -1.5400 4.7223 -1.3918
C: -1.0904 4.4481 0.0310
O: -0.2472 5.5419 0.3046
C: -0.6192 6.5851 -0.4983
O: -0.2529 7.7001 -0.3636
O: -1.4737 6.1476 -1.4522
F: -0.3778 3.2967 0.1347
H: -0.8290 4.2927 -2.0996
H: -2.5457 4.3816 -1.6173
H: -1.8951 4.4221 0.7681

---

E_HOMO (computed, Eh): -0.29528, 0.00333, -0.32897, -0.12001, -0.31160
Total energy (computed, eV): -58101.9738, -79551.3111, -160014.6081, -20105.5107, -48679.5675